# 1
A structure of composition C43H33BrCoF4NP3. Source: OMol25; level of theory: ωB97M-V/def2-TZVPD.

Last column: Mulliken spin population.
Cartesian coordinates (Å):
C (-1.7889, 3.6704, -0.1459)  -0.0088
P (-0.3932, -0.8324, 2.3424)  -0.0136
Br (1.8600, 0.6367, -0.4634)  0.0519
C (0.2828, -1.0665, 3.9793)  0.0696
H (-4.7786, 2.7192, 2.9593)  0.0001
H (-4.7470, 5.0425, 0.7545)  -0.0002
C (1.9577, -3.4813, -2.4045)  -0.0017
H (-5.4599, -2.1697, -1.7745)  0.0001
H (-5.2074, 0.4367, 2.1228)  -0.0001
H (-4.2899, 0.7390, -5.4603)  0.0001
H (-3.3661, -5.9047, -1.8471)  0.0001
C (-1.8370, 0.2742, 2.4598)  -0.0232
H (-3.3294, -1.1479, 1.8368)  0.0098
H (-3.8461, 3.1550, -0.5347)  0.0005
C (-3.1667, 3.8390, -0.0417)  0.0043
H (1.5465, -2.9149, 1.3959)  -0.0040
H (-1.7226, -3.4733, 3.3586)  0.0003
C (0.5823, -2.8424, -0.5346)  0.0127
F (3.9862, 4.2586, -3.3906)  -0.0001
C (-2.8183, 5.7780, 1.3399)  0.0028
C (-3.6761, 4.8988, 0.6951)  -0.0029
F (4.0219, 2.0511, -1.8594)  0.0005
H (-4.2319, 3.1139, -4.7846)  -0.0002
H (-0.1265, -3.9567, 2.7497)  0.0011
H (-0.7728, 6.2830, 1.7551)  0.0000
H (-1.6346, -1.1511, 4.9682)  0.0008
C (-1.1094, -3.5796, 2.4654)  -0.0020
H (1.7977, -1.6621, 7.4649)  0.0000
H (-1.5914, -4.3059, 1.8119)  -0.0009
C (-2.3189, -2.8865, -0.7198)  -0.0062
H (-1.3854, -4.8271, -0.8507)  0.0007
C (-3.9523, 2.0363, 2.8106)  0.0321
P (-1.0981, 2.2633, -1.0367)  0.1023
C (-2.9579, 0.1004, -3.9077)  0.0071
N (-1.0247, -2.2983, 1.7542)  -0.0039
H (-3.2199, 6.6107, 1.9020)  0.0000
H (3.2849, -1.3765, 5.5159)  0.0000
C (-0.5589, -1.2168, 5.0843)  0.0005
H (-5.3977, -4.5797, -2.3039)  0.0000
C (-3.4662, -2.1381, -0.9901)  -0.0029
F (1.6488, 5.5640, -3.8470)  0.0000
H (-1.6255, -0.2493, -2.2743)  -0.0163
C (-3.3914, -4.8515, -1.6029)  0.0002
H (3.9688, -4.0565, -1.9339)  0.0004
C (-2.1972, 0.4958, -2.8190)  0.0316
C (-0.9272, 4.5442, 0.5169)  0.0071
H (-2.8665, 3.8255, -2.8709)  -0.0003
C (-4.1953, 0.7538, 2.3373)  -0.0138
C (-2.8969, 2.7809, -3.1487)  -0.0031
C (-2.2811, -4.2468, -1.0367)  -0.0006
C (1.6682, -1.1214, 4.1325)  -0.0047
H (-2.4777, 3.4560, 3.4572)  0.0004
C (1.3736, -1.4957, 6.4836)  0.0005
F (-0.6222, 4.6586, -2.7647)  0.0004
H (2.0744, -3.6499, -3.4665)  -0.0002
H (0.1478, 4.4231, 0.4425)  -0.0005
C (-4.5335, -4.1038, -1.8601)  0.0013
C (0.4801, 2.8595, -1.7299)  -0.0262
C (2.8732, 2.6766, -2.0721)  -0.0058
C (-1.6000, 1.5796, 2.9171)  0.0743
H (3.6957, -3.6973, 0.4954)  0.0000
C (-2.6577, 2.4524, 3.0966)  -0.0097
P (-0.9322, -2.0826, 0.0767)  0.0342
C (3.0222, -3.7096, -1.5420)  0.0044
C (-3.6932, 1.0435, -4.6108)  0.0014
C (-4.5717, -2.7485, -1.5592)  -0.0002
C (1.6733, 4.4830, -3.0963)  0.0006
C (1.6968, 2.2133, -1.5188)  0.0315
C (-3.1430, -0.1332, 2.1661)  0.0369
H (-2.9789, -0.9402, -4.2037)  0.0003
C (2.2117, -1.3368, 5.3897)  0.0016
H (-0.0898, -2.8846, -2.5845)  -0.0006
C (-3.6627, 2.3797, -4.2308)  0.0005
C (2.8655, 3.8180, -2.8659)  -0.0007
H (-0.5890, 1.8995, 3.1519)  -0.0021
H (-0.6510, -1.5545, 7.1951)  0.0002
C (0.5058, 3.9962, -2.5273)  -0.0054
Co (-0.5724, 0.2921, 0.2771)  2.6411
C (-2.1631, 1.8353, -2.4303)  -0.0470
H (-3.4865, -1.0758, -0.7718)  0.0269
C (1.6554, -3.0665, 0.3274)  0.0103
H (2.3177, -0.9925, 3.2743)  -0.0012
C (0.7396, -3.0480, -1.9055)  0.0025
C (2.8706, -3.5051, -0.1774)  -0.0004
C (-0.0080, -1.4359, 6.3337)  0.0032
C (-1.4434, 5.5958, 1.2567)  0.0001

Forces on atoms 1 to 3 (eV/Å):
0.04 0.04 0.01
-0.34 0.13 -0.07
-0.01 -0.03 -0.02

Its HOMO energy (spin up / spin down) is -13.5 / -14.1 eV. The total energy is -7092.96993 a.u. Its charge is +2. The orbital gap (spin up / spin down) comes out at 8.5 / 7.7 eV. As for the multiplicity: 4. Its expectation value of S² is 3.768.

***

# 2
The ion C20H16ClN2O2 with charge -1 at a distorted geometry. Source: OMol25; level of theory: ωB97M-V/def2-TZVPD.

Last column: natural (NBO) charge in e.
Cartesian coordinates (Å):
N (4.0626, -0.7602, 2.2814)  -0.5164
H (0.7269, -3.2915, -0.8513)  0.2451
N (1.1401, 2.1282, 3.5085)  -0.4899
H (5.1238, 1.2535, 0.5584)  0.2414
C (-1.5260, -1.6332, 2.5864)  -0.1456
C (2.9428, -0.4287, 2.1193)  0.3261
C (-3.3294, -0.0829, 2.9965)  -0.2311
H (6.3634, 0.9152, -0.6737)  0.2024
H (4.8172, -1.0996, -0.1307)  0.2296
C (-2.7502, -1.3345, 3.2028)  -0.2371
H (0.6882, 0.4289, -0.4527)  0.2243
C (-0.1932, -1.3644, -1.1445)  -0.0049
H (-3.2656, -2.0850, 3.8057)  0.2048
C (-0.9687, -3.4091, -2.1432)  -0.0707
C (0.8018, -0.6212, -0.2017)  -0.3244
C (-2.0798, -2.7436, -2.6938)  -0.2455
O (3.0988, 0.0515, -0.5850)  -0.5109
H (-1.5241, 0.3170, -1.2974)  0.2187
C (1.6404, 0.0159, 2.1047)  -0.5632
Cl (-0.7239, -5.0910, -2.3809)  -0.0041
H (-2.8006, -3.3442, -3.2713)  0.2170
C (-1.3197, -0.7020, -1.6292)  -0.2061
H (-1.1427, -2.6422, 2.6143)  0.2039
O (2.7697, -2.1206, -0.7548)  -0.6271
H (4.6542, -0.5983, -1.8431)  0.1715
C (0.6195, -0.7812, 1.3308)  -0.1926
H (-0.8031, 1.4440, 1.3496)  0.2230
C (-0.0576, -2.7280, -1.3434)  -0.1764
C (-2.2873, -1.3892, -2.3918)  -0.2067
H (0.9341, -1.8346, 1.2468)  0.2089
C (-0.7907, -0.6055, 1.9726)  -0.0150
C (1.3440, 1.1618, 2.8811)  0.3179
H (-3.2282, -0.9102, -2.6937)  0.2134
H (4.8684, 1.7843, -1.1368)  0.2006
H (-4.3482, 0.0904, 3.3536)  0.2003
C (5.2681, 0.9821, -0.5019)  -0.6327
C (2.2967, -1.0196, -0.5570)  0.8348
C (-2.6999, 0.8859, 2.2237)  -0.2133
H (-3.1884, 1.8299, 1.9216)  0.2079
C (4.5258, -0.2900, -0.7985)  -0.0787
C (-1.3745, 0.6479, 1.8195)  -0.1991

Forces on atoms 1 to 3 (eV/Å):
-1.37 0.28 -0.57
0.09 0.21 -0.21
0.06 -0.77 -0.46

Its HOMO energy is -3.6 eV. The total energy is -1491.95141 a.u. Its charge is -1. The orbital gap comes out at 6.3 eV. As for the multiplicity: 1.

***

# 3
The ion C3H10NS2 with charge +1 at a distorted geometry. Source: OMol25; level of theory: ωB97M-V/def2-TZVPD.

Last column: natural (NBO) charge in e.
Cartesian coordinates (Å):
H (0.8195, 1.1943, 0.8991)  0.2291
H (1.3464, -0.1526, -1.1143)  0.4514
H (-1.1580, 2.3973, -0.2362)  0.2384
H (-1.9980, 0.8281, -0.2966)  0.2250
N (0.6358, 0.5648, -1.0317)  -0.6857
H (-1.7616, 1.5209, 1.2231)  0.2637
H (1.1352, -3.5721, -0.7811)  0.1757
C (0.0238, 0.6627, 0.3691)  -0.0427
C (-0.1783, -0.7158, 0.9706)  -0.5779
S (1.2620, -1.7944, 1.1907)  0.1684
H (0.9347, 1.4757, -1.3871)  0.4416
H (-0.0751, 0.2866, -1.6976)  0.4296
H (-0.5145, -0.5069, 1.9842)  0.2684
S (1.7221, -2.3655, -0.7424)  -0.1741
C (-1.2660, 1.4376, 0.2522)  -0.6471
H (-0.9282, -1.2609, 0.3980)  0.2361

Forces on atoms 1 to 3 (eV/Å):
-0.33 0.01 0.30
0.60 -0.11 0.10
0.02 0.27 0.11

As for the SMILES: C[C@H]([NH3+])CSS. Its HOMO energy is -13.4 eV. The total energy is -971.18935 a.u. Its charge is +1. The orbital gap comes out at 10.0 eV. As for the multiplicity: 1.

***

# 4
A structure of composition C2H7AlF at a distorted geometry. Source: OMol25; level of theory: ωB97M-V/def2-TZVPD.

Last column: natural (NBO) charge in e.
Cartesian coordinates (Å):
C (-0.7479, -0.1873, -0.4543)  -0.9854
Al (1.1291, -1.0575, -0.2346)  0.8912
F (-1.0569, 0.9794, 1.7717)  -0.4183
C (-0.6702, 1.2461, 0.3661)  0.0381
H (0.4440, 1.6513, 0.3973)  0.1653
H (-1.0684, -0.0410, -1.5702)  0.1973
H (-1.4922, -0.8711, 0.1681)  0.2162
H (-1.3585, 2.0696, -0.1488)  0.1374
H (1.5436, -0.7560, 1.2958)  -0.4094
H (2.2338, -0.3817, -1.1622)  -0.4167
H (1.0435, -2.6517, -0.4290)  -0.4156

Forces on atoms 1 to 3 (eV/Å):
-0.51 0.71 1.03
-0.65 0.05 0.36
0.36 0.88 -2.30

Its HOMO energy is -4.5 eV. The total energy is -422.66487 a.u. Its charge is -1. The orbital gap comes out at 8.7 eV. As for the multiplicity: 1.

***

# 5
A structure of composition C43H51F3FeN2OPS2. Source: OMol25; level of theory: ωB97M-V/def2-TZVPD.

Last column: Mulliken spin population.
Cartesian coordinates (Å):
H (-1.5941, -1.6387, 1.3835)  -0.0092
C (3.7268, 4.0081, 0.1806)  0.1162
H (-3.5773, 0.6452, 1.6432)  0.0024
H (2.1267, 0.0027, 2.2446)  0.0103
H (-3.0553, 1.6394, -2.0580)  0.0029
H (-2.3019, 5.6040, -0.6599)  0.0003
C (4.2046, 3.8564, -1.1152)  -0.0568
H (-3.0530, -1.3640, -1.6754)  -0.0024
C (-3.1741, 3.4340, 0.6999)  0.0003
H (-5.0235, -1.0717, -0.2320)  0.0001
C (-2.9086, 4.8437, 1.2504)  0.0010
C (-0.6569, 3.3968, 0.7206)  -0.0154
H (6.4002, -2.5366, -2.9655)  0.0010
C (-4.7327, 0.9558, -0.8956)  0.0027
C (2.9890, -1.0639, 3.9056)  -0.0019
H (2.9856, -4.4353, 4.2746)  0.0000
H (4.5342, 0.6522, -3.1749)  0.0002
H (-4.2225, -1.3626, -3.9311)  -0.0003
H (-5.7180, -2.0290, -2.2525)  0.0000
H (-5.2487, 1.6662, -1.5484)  -0.0008
H (-3.5464, 2.7998, 1.5087)  0.0006
F (3.3015, -1.7189, 6.7455)  0.0000
C (3.8149, 2.7642, -1.8648)  0.1178
H (-1.4165, 0.2283, 4.7120)  -0.0004
C (-2.5643, 0.2770, 1.4577)  -0.0880
C (2.1071, -3.3711, 2.6353)  0.0049
H (-1.9373, 1.7046, 2.9617)  -0.0003
H (3.3426, -0.1705, 4.4040)  -0.0001
H (-6.5178, -0.5766, -2.8075)  -0.0001
C (3.7547, -3.9459, -4.5418)  0.0022
H (3.4548, -4.3032, -5.5204)  -0.0003
H (3.4973, -0.7112, -3.6284)  0.0115
H (0.2341, 2.8844, 0.3775)  0.0497
H (5.7213, -3.3947, -5.1845)  -0.0003
H (-2.5072, 4.7816, 2.2662)  -0.0001
C (-2.6185, -1.2533, 1.4103)  0.0462
C (5.4094, -2.9480, -3.1088)  0.0032
H (1.7615, -4.2625, 2.1296)  0.0006
H (-0.6072, 0.8150, 2.2612)  -0.0053
C (-1.9090, 2.8203, 0.0605)  -0.0447
H (-1.8731, 3.1342, -0.9909)  0.0028
O (1.5960, 1.1047, 0.5028)  0.0841
C (2.3047, -0.9597, 2.7084)  0.0056
C (1.4454, -4.4781, -3.6931)  0.0413
C (2.6211, 0.6388, -2.2207)  0.3618
C (2.8523, 3.0666, 0.6937)  -0.0374
H (-2.2354, -0.3976, -2.8828)  -0.0017
H (1.3803, -5.2372, -4.4741)  -0.0029
Fe (0.3634, -0.0761, -0.2733)  3.6173
C (-3.3428, -1.7935, 2.6511)  0.0050
C (1.8567, -2.1182, 2.0717)  0.0534
F (4.1407, -3.6379, 6.2016)  0.0000
C (-1.6788, -0.2859, 3.7862)  -0.0030
H (-3.1024, -1.6167, 0.5025)  -0.0119
P (-1.9374, 0.9712, -0.1268)  0.1193
C (2.7913, -3.4678, 3.8344)  -0.0006
C (5.0268, -3.4281, -4.3547)  -0.0019
H (4.8025, -2.6229, -1.0755)  0.0012
H (0.0875, 5.3646, 1.1683)  0.0005
S (0.3327, -3.1262, -4.2462)  0.0029
H (-0.9198, -1.0616, 3.6425)  0.0005
C (3.5112, 0.3500, -3.3934)  -0.0185
C (3.2450, -3.5228, -2.2404)  -0.0079
C (3.2256, -2.3121, 4.4670)  0.0006
C (2.8481, -3.9969, -3.4873)  -0.0035
C (1.1129, -2.0513, 0.8426)  0.0217
C (-1.6407, 0.7112, 2.6166)  0.0533
H (3.1886, 0.8753, -4.2997)  0.0216
C (2.4436, 1.9620, -0.0581)  0.1304
H (4.1891, 2.6765, -2.8748)  0.0135
H (2.5484, -3.5581, -1.4103)  0.0008
C (-3.1474, -0.4641, -2.2861)  0.0140
H (-4.4191, -1.8256, 2.4634)  0.0003
F (5.1800, -1.8117, 5.6851)  0.0000
H (4.0281, 4.8546, 0.7848)  0.0102
C (-5.6131, -0.9438, -2.3184)  0.0004
C (-0.5436, 4.8958, 0.4104)  -0.0018
N (1.3464, -1.0235, -2.9959)  0.0889
H (-4.5380, 0.3435, -3.7065)  -0.0001
H (-0.7014, 3.2344, 1.8004)  0.0038
H (-1.8267, 6.6294, 0.6726)  -0.0001
N (1.5335, -0.1588, -2.0191)  -0.0449
H (1.0368, -4.9005, -2.7735)  0.0016
C (-3.2765, 0.7871, -1.4060)  0.0190
H (-3.8535, 5.3850, 1.3252)  -0.0002
C (-1.9165, 5.5868, 0.3646)  0.0009
H (-6.5061, -0.1920, -0.4905)  0.0001
C (0.5069, -2.3575, -0.1778)  0.0028
H (-4.7625, 1.3975, 0.0987)  -0.0005
H (-3.9698, 3.4865, -0.0462)  -0.0002
H (4.8796, 4.5871, -1.5415)  -0.0017
H (-3.1271, -1.5438, 4.7966)  -0.0003
H (2.4575, 3.1582, 1.6989)  -0.0034
C (3.9632, -2.3784, 5.7743)  0.0001
H (-3.8082, -0.1491, 3.9932)  0.0001
C (-5.5088, -0.3579, -0.9024)  0.0005
C (-4.3821, -0.5978, -3.1700)  -0.0037
H (-0.0233, 5.0267, -0.5414)  -0.0006
C (2.9328, 1.7759, -1.3780)  -0.0390
S (-0.5302, -2.3941, -1.5256)  0.0539
C (4.5151, -2.9983, -2.0498)  0.0045
C (0.4955, -2.0194, -2.9160)  0.2992
H (-3.0267, -2.8243, 2.8263)  -0.0001
C (-3.0538, -0.9358, 3.8942)  0.0005

Forces on atoms 1 to 3 (eV/Å):
-0.01 0.01 0.00
-0.02 -0.01 0.02
0.01 0.01 0.00

Its HOMO energy (spin up / spin down) is -5.1 / -7.7 eV. The total energy is -4554.88086 a.u. The orbital gap (spin up / spin down) comes out at 4.9 / 7.5 eV. As for the multiplicity: 6. Its expectation value of S² is 8.809.